1.
Here is a single C3H4O molecule at a distorted geometry from OMol25. Energies are from wB97M-V/def2-TZVPD.

Each line ends with the Mulliken charge.
Cartesian coordinates (Å):
C1 -0.50 -0.10 1.25  -0.726
C2 0.30 -0.45 0.11  -0.178
C3 0.67 0.18 -1.08  0.237
O1 1.22 0.37 -2.28  -0.458
H1 -1.56 -0.31 1.04  0.231
H2 -0.27 -0.60 2.19  0.302
H3 -0.56 1.02 1.73  0.240
H4 0.71 -0.11 -2.96  0.352

The multiplicity is 1. For the lowest unoccupied orbital energy, the calculation gives 0.0114 Eh. For the orbital gap, the calculation gives 9.152 eV.



2.
Here is a single C6H13P molecule at a distorted geometry from OMol25. Energies are from wB97M-V/def2-TZVPD.

Each line ends with the Mulliken charge.
Cartesian coordinates (Å):
C1 1.53 -1.11 -1.36  -1.129
C2 -2.35 -0.40 1.59  -0.945
C3 1.08 -0.72 -0.20  0.947
C4 1.81 -0.61 1.09  -1.586
C5 -0.11 1.54 0.31  -1.237
C6 -1.68 -0.32 -1.38  -0.996
P1 -0.66 -0.22 0.15  0.599
H1 0.92 -1.08 -2.23  0.171
H2 2.47 -1.52 -1.55  0.358
H3 -1.92 -0.68 2.65  0.287
H4 -2.84 -1.22 1.16  0.376
H5 2.78 -0.08 1.02  0.353
H6 1.23 -0.20 1.92  0.302
H7 2.15 -1.45 1.57  0.410
H8 -0.96 2.19 0.65  0.323
H9 0.73 1.66 0.95  0.472
H10 0.15 1.82 -0.69  0.388
H11 -0.93 -0.92 -2.08  0.237
H12 -2.66 -0.86 -1.14  0.359
H13 -1.77 0.73 -1.64  0.313

The multiplicity is 3. For the lowest unoccupied orbital energy (alpha / beta), the calculation gives 0.0369 / -0.0290 Eh. For the orbital gap (alpha / beta), the calculation gives 6.476 / 8.350 eV.



3.
Here is a single C4H6N2O molecule at a distorted geometry from OMol25. Energies are from wB97M-V/def2-TZVPD.

Each line ends with the Mulliken charge.
Cartesian coordinates (Å):
H1 3.09 -0.27 -1.31  0.249
N1 2.15 -0.01 -1.02  -0.619
C1 2.00 -0.22 0.22  0.127
O1 0.88 0.05 0.90  -0.312
C2 -0.23 0.59 0.18  -0.533
C3 -1.38 -0.42 0.29  -0.267
C4 -2.61 0.08 -0.33  0.197
N2 -3.58 0.49 -0.81  -0.390
H2 2.74 -0.64 0.91  0.363
H3 0.04 0.76 -0.86  0.371
H4 -0.50 1.54 0.66  0.308
H5 -1.09 -1.35 -0.20  0.233
H6 -1.58 -0.64 1.35  0.271

The multiplicity is 1. For the lowest unoccupied orbital energy, the calculation gives 0.0260 Eh. For the orbital gap, the calculation gives 11.370 eV.



4.
Here is 2 unconnected molecules or ions with the total composition C11H21BN2O6P from OMol25. Energies are from wB97M-V/def2-TZVPD.

Each line ends with the Mulliken charge.
Cartesian coordinates (Å):
C1 0.41 3.80 0.89  -0.896
N1 -0.07 2.81 -0.05  -0.316
C2 0.94 1.85 -0.46  -0.702
C3 1.16 0.73 0.55  0.691
O1 0.26 -0.32 0.36  -0.295
P1 0.75 -1.68 1.43  -0.263
O2 2.42 -1.08 1.29  -0.409
C4 2.55 0.09 0.51  -0.066
B1 3.78 0.95 1.04  0.966
O3 4.53 1.75 0.17  -0.636
O4 4.26 0.87 2.31  -0.453
C5 3.38 0.68 3.41  -0.518
H1 1.31 4.33 0.54  0.305
H2 -0.36 4.55 1.06  0.370
H3 0.63 3.34 1.85  0.241
H4 -0.51 3.24 -0.84  0.264
H5 1.91 2.35 -0.65  -0.001
H6 0.60 1.38 -1.39  0.364
H7 1.00 1.12 1.57  -0.371
H8 1.21 -2.72 2.31  0.025
H9 0.51 -0.79 2.55  -0.068
H10 -0.62 -2.14 1.51  -0.074
H11 0.98 -2.49 0.26  -0.071
H12 2.75 -0.22 -0.53  -0.036
H13 3.99 2.40 -0.29  0.289
H14 2.38 1.05 3.21  0.181
H15 3.79 1.24 4.25  0.266
H16 3.32 -0.38 3.68  0.227
C6 -1.96 -1.06 -3.10  -0.605
C7 -1.94 -1.09 -1.71  -0.218
C8 -2.98 -1.72 -1.03  -0.617
C9 -4.01 -2.29 -1.77  0.166
C10 -4.04 -2.26 -3.15  -0.514
C11 -3.00 -1.63 -3.82  -0.379
N2 -5.11 -2.96 -1.06  1.015
O5 -5.10 -2.96 0.15  -0.608
O6 -5.99 -3.47 -1.73  -0.634
H17 -1.14 -0.58 -3.63  0.412
H18 -1.13 -0.65 -1.14  0.694
H19 -2.98 -1.76 0.05  0.468
H20 -4.86 -2.71 -3.68  0.445
H21 -3.00 -1.60 -4.90  0.362

The multiplicity is 1. The charge is -1. For the lowest unoccupied orbital energy, the calculation gives 0.0729 Eh. For the orbital gap, the calculation gives 6.306 eV.



5.
Here is a molecular structure, C32H45N6O6RbS at a distorted geometry from OMol25. Energies are from wB97M-V/def2-TZVPD.

Each line ends with the Mulliken charge.
Cartesian coordinates (Å):
Rb1 -0.09 -0.22 0.59  1.013
C1 -0.02 -0.26 4.83  -0.546
O1 1.17 0.27 5.37  -0.528
C2 2.32 0.11 4.57  0.156
C3 3.48 -0.19 5.24  -0.457
C4 4.67 -0.39 4.55  -0.676
C5 4.64 -0.38 3.17  -0.837
C6 3.48 -0.10 2.45  1.001
C7 3.57 -0.25 1.02  -1.115
N1 2.63 -0.14 0.16  1.086
N2 3.01 -0.29 -1.14  -0.755
C8 2.14 -0.72 -2.03  -0.190
O2 1.00 -1.23 -1.87  -0.451
C9 2.71 -0.57 -3.41  0.313
C10 1.86 -0.58 -4.51  -0.346
C11 2.35 -0.35 -5.79  -0.613
C12 3.71 -0.12 -5.98  -0.286
C13 4.57 -0.14 -4.89  -0.612
C14 4.07 -0.37 -3.62  -0.189
C15 2.26 0.28 3.14  0.252
O3 1.24 0.75 2.57  -0.845
H1 -0.68 -0.46 5.68  0.277
H2 0.17 -1.20 4.30  0.221
H3 -0.50 0.44 4.15  0.210
H4 3.45 -0.26 6.32  0.384
H5 5.59 -0.59 5.09  0.327
H6 5.55 -0.60 2.62  0.288
H7 4.57 -0.55 0.66  0.023
H8 0.81 -0.75 -4.34  0.362
H9 1.68 -0.34 -6.64  0.357
H10 4.09 0.07 -6.98  0.346
H11 5.63 0.02 -5.05  0.347
H12 4.73 -0.37 -2.76  0.420
C16 -6.79 -2.22 0.54  -1.194
N3 -5.91 -1.09 0.46  0.186
C17 -6.36 0.12 0.06  -0.058
C18 -5.54 1.18 -0.03  -0.849
C19 -4.12 1.01 0.30  0.148
O4 -3.34 1.97 0.25  -0.451
N4 -3.70 -0.23 0.65  0.043
C20 -4.51 -1.26 0.78  0.325
O5 -4.17 -2.39 1.13  -0.754
H13 -7.64 -2.03 1.20  0.362
H14 -6.20 -3.05 0.92  0.330
H15 -7.18 -2.48 -0.45  0.331
H16 -7.42 0.18 -0.16  0.350
H17 -5.89 2.15 -0.35  0.363
C21 0.41 7.01 -0.73  -1.136
C22 0.71 6.10 0.47  -0.729
N5 -0.06 4.88 0.48  0.362
C23 -1.31 4.88 1.21  -1.016
C24 -2.54 5.23 0.37  -0.830
C25 0.35 3.73 -0.18  1.046
C26 1.79 3.64 -0.59  -1.151
N6 -0.38 2.74 -0.44  -0.447
H18 1.12 7.83 -0.77  0.413
H19 -0.59 7.42 -0.66  0.306
H20 0.49 6.44 -1.65  0.247
H21 0.51 6.65 1.39  0.327
H22 1.78 5.85 0.46  0.439
H23 -1.21 5.60 2.03  0.449
H24 -1.45 3.89 1.65  0.371
H25 -2.35 6.09 -0.27  0.243
H26 -3.38 5.48 1.03  0.343
H27 -2.83 4.39 -0.24  0.221
H28 2.44 3.77 0.27  0.330
H29 2.05 4.38 -1.35  0.317
H30 1.96 2.64 -0.99  -0.002
H31 -1.35 2.78 -0.13  -0.017
C27 2.50 -5.59 0.88  -1.111
C28 1.78 -5.69 -0.46  -0.395
C29 0.32 -5.26 -0.33  -0.945
S1 0.22 -3.39 -0.06  0.434
O6 0.29 -3.24 1.39  -0.673
C30 -1.58 -3.33 -0.46  0.058
C31 -1.78 -3.14 -1.95  0.186
C32 -3.25 -2.90 -2.28  -1.234
H32 3.55 -5.85 0.78  0.347
H33 2.04 -6.26 1.61  0.290
H34 2.42 -4.58 1.26  0.304
H35 1.83 -6.72 -0.84  0.331
H36 2.26 -5.04 -1.19  0.232
H37 -0.16 -5.72 0.53  0.394
H38 -0.22 -5.48 -1.24  0.382
H39 -1.98 -2.49 0.09  -0.389
H40 -2.05 -4.24 -0.08  0.498
H41 -1.43 -4.03 -2.49  0.260
H42 -1.17 -2.30 -2.26  -0.009
H43 -3.85 -3.76 -1.97  0.344
H44 -3.40 -2.74 -3.34  0.415
H45 -3.61 -2.03 -1.74  0.126

The multiplicity is 1. The charge is -2. For the lowest unoccupied orbital energy, the calculation gives 0.1457 Eh. For the orbital gap, the calculation gives 4.955 eV.



6.
Here is a molecular structure, C22H36FeN2P at a distorted geometry from OMol25. Energies are from wB97M-V/def2-TZVPD.

Each line ends with the Mulliken charge.
Cartesian coordinates (Å):
C1 2.84 -3.02 -1.32  -2.940
C2 2.06 -1.73 -1.39  4.474
C3 2.84 -0.75 -0.51  -2.469
C4 1.74 -1.16 -2.78  -2.561
N1 0.73 -2.04 -0.79  0.045
C5 0.17 -3.38 -0.79  -0.608
C6 -1.34 -3.30 -1.05  -0.997
N2 -1.77 -1.93 -1.11  -0.199
C7 -2.99 -1.52 -1.88  4.803
C8 -3.85 -2.73 -2.13  -3.132
C9 -2.45 -0.85 -3.14  -2.645
C10 -3.85 -0.58 -1.03  -2.198
P1 -0.45 -0.92 -1.03  -0.290
H1 -0.40 0.42 0.90  -0.785
H2 2.50 -3.79 -2.03  0.598
H3 3.88 -2.80 -1.56  0.428
H4 2.78 -3.41 -0.30  0.392
H5 2.57 0.31 -0.59  0.072
H6 2.87 -1.11 0.53  0.505
H7 3.87 -0.80 -0.85  0.517
H8 1.23 -0.18 -2.69  0.301
H9 2.65 -1.02 -3.40  0.547
H10 1.06 -1.82 -3.35  0.329
H11 0.65 -4.04 -1.55  0.322
H12 0.31 -3.77 0.21  0.406
H13 -1.59 -3.84 -2.01  0.075
H14 -1.86 -3.74 -0.22  0.243
H15 -4.09 -3.21 -1.18  0.381
H16 -4.78 -2.38 -2.57  0.383
H17 -3.41 -3.48 -2.80  0.707
H18 -2.06 0.16 -2.94  0.194
H19 -1.64 -1.43 -3.61  0.346
H20 -3.24 -0.75 -3.91  0.505
H21 -3.49 0.43 -0.90  -0.087
H22 -4.79 -0.46 -1.57  0.550
H23 -4.09 -1.06 -0.08  0.433
C11 -2.10 1.91 0.21  -0.783
C12 -1.09 1.33 1.28  0.096
C13 -0.41 2.49 2.00  1.266
C14 -0.36 2.74 3.47  -0.705
C15 0.27 3.99 3.71  -0.981
C16 0.60 4.59 2.40  -1.002
C17 0.17 3.69 1.38  -0.267
Fe1 1.37 2.77 2.64  -0.298
C18 2.00 1.15 1.79  0.744
C19 2.17 1.09 3.25  -0.922
C20 2.98 2.23 3.64  -0.669
C21 3.32 2.98 2.44  -1.135
C22 2.76 2.30 1.30  -0.233
H24 -2.98 1.25 0.27  0.068
H25 -2.54 2.89 0.52  0.398
H26 -1.72 1.91 -0.83  0.183
H27 -1.55 0.74 2.04  0.384
H28 -0.82 2.10 4.21  0.511
H29 0.40 4.51 4.67  0.444
H30 1.00 5.58 2.28  0.521
H31 0.21 3.88 0.32  0.537
H32 1.57 0.35 1.21  0.265
H33 1.90 0.24 3.87  0.438
H34 3.36 2.44 4.63  0.476
H35 3.94 3.89 2.46  0.447
H36 2.90 2.61 0.27  0.574

The multiplicity is 5. The charge is -1. For the lowest unoccupied orbital energy (alpha / beta), the calculation gives 0.0933 / 0.0775 Eh. For the orbital gap (alpha / beta), the calculation gives 1.605 / 7.463 eV.



7.
Here is a molecular structure, C30H48BaN3O2 from OMol25. Energies are from wB97M-V/def2-TZVPD.

Each line ends with the Mulliken charge.
Cartesian coordinates (Å):
Ba1 -0.31 -0.26 -3.70  1.785
C1 -2.36 3.23 3.50  -1.714
C2 -0.98 3.17 2.85  2.006
C3 -0.37 4.58 2.80  -1.712
C4 -0.08 2.28 3.71  -2.180
C5 -1.12 2.63 1.43  -1.354
C6 -0.50 1.51 0.99  -0.174
C7 -0.65 1.08 -0.37  -1.428
N1 0.02 0.08 -0.95  0.057
C8 0.80 -0.84 -0.38  -1.611
C9 0.80 -1.22 1.00  0.027
C10 1.78 -2.01 1.50  -1.101
C11 2.83 -2.42 0.61  -0.049
C12 2.87 -2.19 -0.73  0.071
C13 1.74 -1.48 -1.30  1.946
O1 1.58 -1.36 -2.55  -1.241
C14 4.04 -2.77 -1.54  1.785
C15 3.94 -4.30 -1.52  -1.534
C16 4.12 -2.32 -3.00  -1.917
C17 5.36 -2.34 -0.87  -1.672
C18 1.83 -2.50 2.94  1.751
C19 3.12 -1.99 3.60  -1.658
C20 1.82 -4.03 2.96  -1.681
C21 0.64 -1.99 3.75  -1.994
C22 -1.44 1.88 -1.31  2.168
O2 -1.52 1.52 -2.52  -1.432
C23 -2.10 3.07 -0.82  -0.461
C24 -1.93 3.37 0.50  0.365
C25 -3.00 4.00 -1.65  1.817
C26 -4.41 3.97 -1.04  -1.591
C27 -2.45 5.43 -1.58  -1.651
C28 -3.14 3.64 -3.13  -1.924
H1 -2.28 3.62 4.52  0.469
H2 -2.81 2.24 3.56  0.363
H3 -3.05 3.88 2.96  0.335
H4 -0.27 4.97 3.82  0.445
H5 -0.99 5.28 2.25  0.351
H6 0.62 4.57 2.34  0.372
H7 -0.01 2.69 4.71  0.535
H8 0.94 2.23 3.30  0.418
H9 -0.48 1.27 3.79  0.389
H10 0.18 1.00 1.63  1.108
H11 -0.04 -0.93 1.61  1.325
H12 3.63 -2.99 1.05  0.427
H13 3.01 -4.64 -1.98  0.319
H14 3.97 -4.69 -0.50  0.304
H15 4.77 -4.74 -2.07  0.461
H16 3.29 -2.69 -3.59  0.268
H17 5.05 -2.72 -3.43  0.499
H18 4.16 -1.23 -3.10  0.384
H19 5.45 -2.69 0.15  0.314
H20 5.46 -1.25 -0.87  0.397
H21 6.20 -2.75 -1.43  0.466
H22 4.02 -2.35 3.10  0.324
H23 3.16 -2.33 4.64  0.479
H24 3.15 -0.89 3.61  0.324
H25 2.67 -4.45 2.43  0.329
H26 0.90 -4.42 2.51  0.355
H27 1.86 -4.39 3.99  0.462
H28 0.62 -0.90 3.80  0.271
H29 0.71 -2.35 4.78  0.475
H30 -0.31 -2.33 3.34  0.389
H31 -2.42 4.25 0.89  0.453
H32 -4.42 4.30 0.00  0.318
H33 -4.83 2.96 -1.08  0.351
H34 -5.08 4.63 -1.60  0.460
H35 -2.41 5.81 -0.56  0.327
H36 -3.09 6.10 -2.15  0.457
H37 -1.45 5.48 -2.00  0.391
H38 -3.59 2.66 -3.29  0.262
H39 -2.18 3.66 -3.65  0.371
H40 -3.79 4.39 -3.60  0.492
N2 -3.18 -1.10 -3.28  -0.395
C29 -3.35 -2.45 -2.72  -0.543
C30 -2.44 -3.46 -3.40  -0.718
N3 -1.02 -3.12 -3.18  -0.319
H41 -3.50 -0.41 -2.61  0.109
H42 -3.78 -0.99 -4.10  0.230
H43 -4.38 -2.81 -2.79  0.382
H44 -3.10 -2.41 -1.66  0.328
H45 -2.62 -3.46 -4.48  0.319
H46 -2.69 -4.46 -3.04  0.360
H47 -0.43 -3.79 -3.65  0.215
H48 -0.80 -3.22 -2.19  0.092

The multiplicity is 1. The charge is +1. For the lowest unoccupied orbital energy, the calculation gives -0.1518 Eh. For the orbital gap, the calculation gives 5.585 eV.



8.
Here is a single C5H5N molecule at a distorted geometry from OMol25. Energies are from wB97M-V/def2-TZVPD.

Each line ends with the Mulliken charge.
Cartesian coordinates (Å):
C1 -0.03 0.97 -2.33  -1.303
C2 0.20 0.48 -0.98  1.245
C3 0.38 0.08 0.15  -0.232
C4 0.63 -0.39 1.47  -1.149
C5 -0.34 -0.75 2.28  0.475
N1 -1.23 -1.15 3.03  -0.543
H1 -0.43 0.20 -2.98  0.281
H2 0.90 1.33 -2.78  0.294
H3 -0.73 1.80 -2.35  0.287
H4 1.64 -0.48 1.84  0.328
H5 -1.01 -2.09 2.65  0.318

The multiplicity is 1. For the lowest unoccupied orbital energy, the calculation gives 0.0300 Eh. For the orbital gap, the calculation gives 9.327 eV.